1.
Density functional theory data (the ωB97M-V functional and the def2-TZVPD basis) for a molecular structure, C4H12NO2 at a distorted geometry.

Last column: Mulliken charge in e.
Cartesian coordinates (Å):
C (-1.7746, -0.5360, 2.0327)  -0.616
N (-1.4048, -1.2591, 0.9006)  -0.797
C (-1.9171, -0.6689, -0.2795)  -0.946
C (1.2711, 0.2608, 0.2553)  -0.284
C (1.1676, -0.3291, -1.0169)  -0.304
O (0.9616, 0.4499, -2.0695)  -0.493
H (-1.7875, -1.1096, 2.9840)  0.259
H (-2.8128, -0.1125, 2.0275)  0.223
H (-1.1083, 0.3317, 2.3383)  0.120
H (-1.3420, -0.8940, -1.1935)  0.278
H (-1.7637, 0.4414, -0.1903)  0.325
H (-3.0013, -0.8340, -0.4499)  0.330
H (1.2294, 1.3415, 0.2819)  0.275
H (1.8489, -0.2497, 1.0101)  0.228
H (0.2468, -0.4194, -0.1132)  0.508
H (1.6175, -1.2965, -1.1999)  0.291
H (3.6639, 2.2281, -1.8843)  0.150
H (1.8325, 1.0360, -2.0165)  0.450
O (3.0727, 1.6194, -1.4171)  -0.996

- calculated total energy (hartree) = -364.64934
- HOMO level (eV) = -2.195
- Kohn-Sham gap (eV) = 5.71
- energy relative to the best compared isomer or geometry (same formula, charge and spin) (kcal per mole) = 129.4
- charge = -1

2.
Density functional theory data (the ωB97M-V functional and the def2-TZVPD basis) for C5H13P in the gas phase at a distorted geometry.

Last column: Mulliken charge in e.
Cartesian coordinates (Å):
C (1.3905, 1.2343, -0.7595)  -1.561
C (1.5907, -1.2074, -0.3110)  -1.419
C (-1.8508, 1.3411, 0.1357)  -0.945
C (-1.3944, -1.4024, 0.6304)  -1.083
C (0.7000, 0.0455, -0.0196)  0.391
P (-1.0197, -0.1871, -0.6457)  -0.036
H (0.8972, 1.5382, -1.6564)  0.367
H (1.4416, 2.1234, -0.1988)  0.379
H (2.4957, 0.9896, -0.8458)  0.386
H (2.1863, -1.0890, -1.1168)  0.504
H (0.9541, -2.0666, -0.3339)  0.354
H (2.1970, -1.4378, 0.6713)  0.259
H (-1.4635, 1.3986, 1.1973)  0.271
H (-3.0046, 1.3298, 0.0704)  0.335
H (-1.4599, 2.2076, -0.4735)  0.286
H (-1.1767, -2.3297, 0.1414)  0.302
H (-2.3995, -1.3658, 0.9264)  0.430
H (-0.7161, -1.3688, 1.5164)  0.335
H (0.6319, 0.2468, 1.0720)  0.445

- calculated total energy (hartree) = -539.61179
- HOMO level (eV) = -8.636
- SMILES = CC(C)P(C)C
- Kohn-Sham gap (eV) = 9.83
- energy relative to the best compared isomer or geometry (same formula, charge and spin) (kcal per mole) = 11.9

3.
Density functional theory data (the ωB97M-V functional and the def2-TZVPD basis) for C4H6N2 in the gas phase.

Last column: Mulliken charge in e.
Cartesian coordinates (Å):
C (-1.9168, -0.6319, -0.1164)  -0.858
C (-0.6204, -0.3553, -0.2424)  0.544
C (0.0202, 0.9053, 0.3053)  -0.398
N (1.4002, 0.4578, 0.4523)  -0.301
C (1.4985, -0.6775, -0.3283)  -0.060
N (0.4039, -1.1825, -0.7773)  -0.593
H (-0.4309, 1.2319, 1.2463)  0.284
H (-2.5197, 0.0272, 0.5031)  0.240
H (-2.3953, -1.4909, -0.5723)  0.301
H (-0.0649, 1.7202, -0.4307)  0.218
H (2.1499, 1.1332, 0.4302)  0.254
H (2.4752, -1.1375, -0.4696)  0.370

- calculated total energy (hartree) = -265.49817
- HOMO level (eV) = -8.245
- SMILES = C=C1CNC=N1
- Kohn-Sham gap (eV) = 9.16
- energy relative to the best compared isomer or geometry (same formula, charge and spin) (kcal per mole) = 23.5

4.
Density functional theory data (the ωB97M-V functional and the def2-TZVPD basis) for C10H15NO in the gas phase at a distorted geometry.

Last column: Mulliken charge in e.
Cartesian coordinates (Å):
C (1.1273, -1.0774, -0.1468)  -0.914
C (-1.5062, 1.1539, -0.8149)  -0.519
C (-0.2057, -1.3468, -0.1207)  1.126
C (-1.9684, 0.3761, 0.0767)  0.946
C (-1.0311, -0.6523, 0.8227)  -0.757
C (1.4218, 1.4641, 0.0023)  -0.623
C (0.7445, 1.9503, -1.2063)  -0.340
C (-0.5033, -2.6322, -0.8872)  -1.399
C (-3.4937, 0.3562, 0.4465)  -1.384
C (3.2590, -0.1560, 0.3675)  -1.025
N (1.8422, 0.0280, 0.0840)  0.202
O (-0.3708, 1.1472, -1.5459)  -0.212
H (-1.7923, -1.3740, 1.3359)  0.366
H (-0.4414, -0.0364, 1.5024)  0.320
H (2.3194, 2.0283, 0.2759)  0.435
H (0.6573, 1.5406, 0.7835)  0.201
H (0.4465, 3.1089, -1.1527)  0.283
H (1.4654, 1.9263, -2.1691)  0.244
H (-0.0495, -3.3979, -0.2992)  0.338
H (-0.2266, -2.8963, -1.8773)  0.341
H (-1.6025, -2.7089, -0.7310)  0.355
H (-4.2111, 0.0349, -0.3241)  0.265
H (-3.6358, 1.3777, 0.6880)  0.337
H (-3.7096, -0.2078, 1.3109)  0.419
H (3.6803, 0.8016, 0.4417)  0.315
H (3.4273, -0.6944, 1.1929)  0.370
H (3.7436, -0.6831, -0.5317)  0.310

- calculated total energy (hartree) = -519.74228
- HOMO level (alpha / beta) (eV) = -7.362 / -6.564
- Kohn-Sham gap (alpha / beta) (eV) = 7.79 / 6.72
- energy relative to the best compared isomer or geometry (same formula, charge and spin) (kcal per mole) = 200.0

5.
Density functional theory data (the ωB97M-V functional and the def2-TZVPD basis) for C4H4O3 in the gas phase.

Last column: Mulliken charge in e.
Cartesian coordinates (Å):
C (0.9437, -1.3524, 0.3433)  -0.996
C (0.2282, -0.4568, -0.6192)  0.721
O (-0.2647, -0.8101, -1.6666)  -0.508
C (0.0423, 1.0225, -0.2719)  0.383
O (0.9326, 1.8366, -0.3057)  -0.491
C (-1.3896, 1.4191, 0.0851)  0.043
O (-2.1136, 0.6273, 0.6354)  -0.424
H (1.7992, -0.8602, 0.8134)  0.350
H (1.2495, -2.2735, -0.1574)  0.294
H (0.2183, -1.5901, 1.1312)  0.277
H (-1.6752, 2.4640, -0.1357)  0.352

- calculated total energy (hartree) = -380.49946
- HOMO level (eV) = -9.823
- SMILES = CC(=O)C(=O)C=O
- Kohn-Sham gap (eV) = 9.00
- energy relative to the best compared isomer or geometry (same formula, charge and spin) (kcal per mole) = 29.9

6.
Density functional theory data (the ωB97M-V functional and the def2-TZVPD basis) for 7 unconnected molecules or ions with the total composition C14H26Br8Cl6O at a distorted geometry.

Last column: Mulliken charge in e.
Cartesian coordinates (Å):
C (-0.6519, -0.0569, 1.4925)  0.192
Cl (-1.7973, 1.2919, 1.5030)  -0.154
Cl (-0.1993, -0.6412, 3.1473)  0.002
Cl (0.8179, 0.2373, 0.5040)  -0.011
H (-1.2897, -0.8142, 1.0367)  -0.056
C (1.0903, -2.6262, 5.9463)  0.194
Cl (1.0405, -3.5649, 4.3960)  -0.083
Cl (2.5924, -2.6909, 6.9290)  -0.123
Cl (-0.3838, -2.8836, 6.8811)  -0.098
H (1.0537, -1.5717, 5.6729)  0.109
C (-1.0485, 3.5284, -2.4487)  -0.713
C (-1.6208, 2.5106, -3.4771)  -0.521
C (-0.2999, 1.9001, -4.0511)  -0.202
O (0.5033, 2.0098, -2.8824)  0.073
C (-0.0499, 2.7125, -1.7654)  0.483
H (-1.8183, 3.9919, -1.8317)  0.449
H (-0.6952, 4.2879, -3.1462)  0.302
H (-2.2116, 2.8945, -4.3088)  0.537
H (-2.2114, 1.7617, -2.9494)  0.044
H (0.0221, 2.5817, -4.8385)  0.310
H (-0.4404, 0.8501, -4.3078)  0.236
H (0.6444, 3.4611, -1.3836)  0.292
H (-0.2849, 1.9527, -1.0200)  -0.322
Br (-0.8514, -2.6197, -4.3973)  -0.189
C (-2.2860, -2.2462, -3.0566)  -0.658
C (-1.8430, -0.9722, -2.2133)  0.106
Br (-3.3231, -0.4756, -1.0509)  -0.110
H (-2.4256, -3.0959, -2.3884)  0.434
H (-3.2607, -2.0412, -3.4994)  0.458
H (-1.8311, -0.1268, -2.9013)  -0.299
H (-0.9061, -1.1032, -1.6720)  0.203
Br (-3.9338, 0.2584, 6.0470)  -0.120
C (-3.3985, 1.7385, 4.8884)  -0.459
C (-2.0118, 2.3194, 5.2996)  -0.486
Br (-1.4509, 3.8575, 4.1813)  -0.155
H (-4.0742, 2.5562, 5.1394)  0.384
H (-3.4182, 1.5165, 3.8215)  0.212
H (-1.2730, 1.5404, 5.1114)  0.175
H (-2.1230, 2.5619, 6.3564)  0.451
Br (2.5318, -0.3399, -4.1110)  -0.165
C (3.4263, 0.8540, -2.7763)  -0.424
C (3.8509, 0.1424, -1.5243)  -0.317
Br (4.8164, 1.3240, -0.2737)  -0.104
H (2.8172, 1.7320, -2.5612)  0.263
H (4.3922, 1.2066, -3.1378)  0.464
H (4.3915, -0.7726, -1.7667)  0.382
H (2.9449, -0.3357, -1.1518)  -0.058
Br (4.2845, -3.3878, -0.9318)  -0.143
C (2.6495, -3.1921, 0.1704)  -0.424
C (1.4916, -3.9516, -0.5311)  -0.501
Br (-0.1611, -3.6824, 0.3878)  -0.163
H (2.4782, -2.1322, 0.3590)  0.132
H (2.7836, -3.6462, 1.1522)  0.453
H (1.5576, -5.0395, -0.5205)  0.394
H (1.3934, -3.5696, -1.5472)  0.325

- calculated total energy (hartree) = -23977.11959
- HOMO level (alpha / beta) (eV) = -12.126 / -12.126
- Kohn-Sham gap (alpha / beta) (eV) = 9.56 / 3.20
- 2S+1 = 2
- charge = +1